--- A ---
Density functional theory data (ωB97M-V with the def2-TZVPD basis set) for a structure of composition C11H19AuIN3O3Se2.

Last column: Löwdin spin population.
Positions of all 40 atoms, in Å:
1 Au 0.89 0.28 -0.51  0.44
2 C -2.37 0.33 -2.08  0.03
3 Se -0.59 -0.23 -2.61  0.29
4 C -0.84 -2.17 -2.68  0.03
5 C -1.56 -2.83 -1.52  0.04
6 Se -0.50 -2.90 0.11  0.63
7 C -1.69 -3.97 1.16  0.05
8 H -3.06 -0.03 -2.85  0.01
9 H -2.36 1.41 -2.08  0.00
10 H -2.62 -0.07 -1.10  0.00
11 H 0.15 -2.58 -2.84  0.00
12 H -1.42 -2.33 -3.59  0.01
13 H -1.77 -3.87 -1.77  0.01
14 H -2.49 -2.34 -1.24  0.01
15 H -1.76 -4.96 0.71  0.01
16 H -2.66 -3.47 1.18  0.01
17 H -1.27 -4.04 2.16  0.00
18 N 3.54 2.01 -0.93  0.00
19 C 3.37 1.12 -1.89  0.01
20 O 2.43 0.27 -1.90  0.04
21 C 4.31 1.11 -3.04  0.00
22 I 3.46 2.31 -4.59  0.00
23 H 2.91 2.08 -0.13  0.00
24 H 4.30 2.67 -0.98  0.00
25 H 4.41 0.10 -3.43  0.00
26 H 5.28 1.53 -2.79  0.00
27 C 0.43 2.95 3.81  0.00
28 N -0.22 1.90 3.01  0.01
29 C -1.40 1.35 3.42  0.01
30 C -2.03 0.37 2.74  0.01
31 C -1.44 -0.12 1.54  0.02
32 O -1.94 -1.05 0.86  0.19
33 N -0.29 0.49 1.14  0.06
34 C 0.35 1.46 1.86  0.02
35 O 1.43 1.90 1.41  0.07
36 H 0.52 2.62 4.84  0.00
37 H -0.16 3.86 3.76  0.00
38 H 1.42 3.13 3.40  0.00
39 H -1.80 1.76 4.35  0.00
40 H -2.96 -0.05 3.09  0.00

The value obtained for the highest occupied orbital energy (spin up / spin down) is -14.666 / -14.670 eV. The multiplicity is 3. As for the charge: +2. The expectation value of S² is 2.01. For the gap between HOMO and LUMO (spin up / spin down), the calculation gives 9.08 / 6.08 eV.

---

--- B ---
Density functional theory data (ωB97M-V with the def2-TZVPD basis set) for a structure of composition C11H19AuIN3O3Se2.

Last column: Löwdin spin population.
Positions of all 40 atoms, in Å:
1 Au 0.00 0.57 0.26  0.35
2 C 3.55 1.64 1.00  0.03
3 Se 2.68 0.66 -0.44  0.35
4 C 2.22 2.12 -1.69  0.01
5 C 1.55 3.33 -1.07  0.00
6 Se -0.31 2.96 -0.46  0.10
7 C -0.39 4.02 1.15  0.01
8 H 4.39 2.20 0.60  0.01
9 H 3.92 0.89 1.70  0.00
10 H 2.86 2.30 1.53  0.00
11 H 1.59 1.64 -2.45  0.00
12 H 3.16 2.41 -2.17  0.01
13 H 1.46 4.11 -1.83  0.00
14 H 2.12 3.74 -0.24  0.00
15 H 0.37 3.71 1.87  0.00
16 H -1.38 3.86 1.57  0.00
17 H -0.27 5.07 0.88  0.00
18 N -3.26 -0.34 -1.09  0.00
19 C -3.33 0.51 -0.09  0.01
20 O -2.37 1.20 0.27  0.06
21 C -4.65 0.72 0.61  0.00
22 I -5.86 -1.06 0.85  0.00
23 H -2.41 -0.42 -1.63  0.00
24 H -4.05 -0.91 -1.38  0.00
25 H -5.24 1.42 0.02  0.00
26 H -4.47 1.13 1.60  0.00
27 C 1.41 -4.45 -1.46  0.03
28 N 0.90 -3.66 -0.38  0.26
29 C 0.33 -4.19 0.71  0.06
30 C -0.27 -3.43 1.67  0.36
31 C -0.35 -1.99 1.47  0.03
32 O -0.94 -1.18 2.17  0.16
33 N 0.29 -1.52 0.36  0.01
34 C 0.96 -2.25 -0.54  0.01
35 O 1.58 -1.75 -1.45  0.07
36 H 1.49 -5.50 -1.17  0.00
37 H 2.37 -4.06 -1.78  0.01
38 H 0.73 -4.38 -2.32  0.02
39 H 0.35 -5.27 0.79  0.00
40 H -0.72 -3.85 2.55  0.01

The value obtained for the highest occupied orbital energy (spin up / spin down) is -14.228 / -14.323 eV. The multiplicity is 3. As for the charge: +2. The expectation value of S² is 2.04. For the gap between HOMO and LUMO (spin up / spin down), the calculation gives 7.90 / 4.18 eV.

---

Relative energy of each structure, in eV: A 0.000; B 0.910.

---

--- A ---
Density functional theory data (ωB97M-V with the def2-TZVPD basis set) for a cluster of 2 separate species, C2H4OS in total.

Last column: Löwdin charge in e.
Positions of all 8 atoms, in Å:
1 C -1.44 -0.15 0.15  -0.12
2 C 0.70 0.43 0.17  -0.51
3 O -2.23 -1.03 -0.11  0.01
4 S 1.80 -0.90 0.01  0.67
5 H 0.67 1.14 -0.65  0.02
6 H -1.79 0.82 0.54  0.06
7 H 0.69 0.85 1.16  0.01
8 H 1.59 -1.15 -1.29  -0.14

The value obtained for the highest occupied orbital energy is -8.007 eV. For the gap between HOMO and LUMO, the calculation gives 8.63 eV.

---

--- B ---
Density functional theory data (ωB97M-V with the def2-TZVPD basis set) for the molecule C2H4OS.

Last column: Löwdin charge in e.
Positions of all 8 atoms, in Å:
1 C 1.08 -0.04 0.18  -0.05
2 O -0.27 0.40 0.61  -0.21
3 C -1.28 -0.04 -0.07  -0.77
4 S -2.79 0.57 0.26  0.62
5 H 1.41 0.63 -0.76  0.13
6 H 1.05 -1.13 -0.07  0.09
7 H 1.90 0.09 0.96  0.10
8 H -1.09 -0.47 -1.10  0.09

The value obtained for the highest occupied orbital energy is -8.687 eV. Its SMILES is COC=S. For the gap between HOMO and LUMO, the calculation gives 8.93 eV.

---

Relative energy of each structure, in eV: A 1.511; B 0.000.

---

--- A ---
Density functional theory data (ωB97M-V with the def2-TZVPD basis set) for the molecule C2H4OS.

Last column: Löwdin charge in e.
Positions of all 8 atoms, in Å:
1 C 1.61 -0.98 1.18  -0.05
2 O 1.00 -0.45 -0.05  -0.19
3 C -0.30 -0.22 -0.02  -0.75
4 S -1.27 0.98 -0.70  0.60
5 H 1.28 -1.97 1.27  0.04
6 H 1.52 -0.40 2.16  0.12
7 H 2.70 -1.32 0.82  0.14
8 H -1.04 -1.10 0.36  0.10

The value obtained for the highest occupied orbital energy is -8.754 eV. Its SMILES is COC=S. For the gap between HOMO and LUMO, the calculation gives 8.75 eV.

---

--- B ---
Density functional theory data (ωB97M-V with the def2-TZVPD basis set) for the molecule C2H4OS.

Last column: Löwdin charge in e.
Positions of all 8 atoms, in Å:
1 C 1.76 -0.59 -0.02  -0.08
2 O 1.01 0.60 0.06  -0.19
3 C -0.24 0.84 -0.01  -0.71
4 S -1.41 -0.35 0.01  0.61
5 H 1.34 -1.19 -0.90  0.11
6 H 1.64 -1.07 0.98  0.11
7 H 2.80 -0.37 -0.20  0.08
8 H -0.49 1.84 -0.19  0.05

The value obtained for the highest occupied orbital energy is -8.785 eV. Its SMILES is COC=S. For the gap between HOMO and LUMO, the calculation gives 9.36 eV.

---

--- C ---
Density functional theory data (ωB97M-V with the def2-TZVPD basis set) for the molecule C2H4OS.

Last column: Löwdin charge in e.
Positions of all 8 atoms, in Å:
1 C 1.04 -0.13 0.23  -0.06
2 O -0.35 -0.30 0.64  -0.19
3 C -1.22 0.24 -0.23  -0.68
4 S -2.82 0.36 0.29  0.62
5 H 1.53 -1.04 0.35  0.06
6 H 1.62 0.56 0.84  0.10
7 H 1.07 0.12 -0.90  0.12
8 H -0.87 0.19 -1.21  0.04

The value obtained for the highest occupied orbital energy is -8.854 eV. Its SMILES is COC=S. For the gap between HOMO and LUMO, the calculation gives 8.84 eV.

---

Relative energy of each structure, in eV: A 0.969; B 0.000; C 0.356.

---

--- A ---
Density functional theory data (ωB97M-V with the def2-TZVPD basis set) for a cluster of 2 separate species, C2H6O2 in total.

Last column: Löwdin charge in e.
Positions of all 10 atoms, in Å:
1 C -0.95 -0.49 -0.89  0.03
2 C 1.32 0.01 0.42  -0.34
3 O 1.03 0.50 1.64  0.05
4 O 1.69 0.96 -0.42  0.05
5 H -0.77 0.55 -1.15  -0.02
6 H -0.85 -1.22 -1.68  -0.02
7 H -1.54 -0.54 -0.01  -0.04
8 H 1.77 -0.96 0.38  0.11
9 H 0.64 -0.16 2.15  0.08
10 H 1.82 1.70 0.15  0.10

The value obtained for the highest occupied orbital energy (spin up / spin down) is -6.890 / -7.814 eV. For the gap between HOMO and LUMO (spin up / spin down), the calculation gives 7.61 / 8.54 eV.

---

--- B ---
Density functional theory data (ωB97M-V with the def2-TZVPD basis set) for the molecule C2H6O2.

Last column: Löwdin charge in e.
Positions of all 10 atoms, in Å:
1 C 1.56 0.31 0.12  -0.14
2 O 0.57 -0.49 -0.43  -0.13
3 C -0.67 -0.52 0.28  -0.32
4 O -1.53 0.46 -0.17  -0.06
5 H 1.99 0.10 1.17  0.11
6 H 2.42 0.46 -0.56  0.10
7 H 1.11 1.27 0.14  0.06
8 H -0.65 -0.45 1.38  0.14
9 H -1.24 -1.30 0.10  0.08
10 H -1.23 1.42 0.22  0.17

The value obtained for the highest occupied orbital energy is -10.281 eV. Its SMILES is COCO. For the gap between HOMO and LUMO, the calculation gives 11.08 eV.

---

--- C ---
Density functional theory data (ωB97M-V with the def2-TZVPD basis set) for a structure of composition C2H6O2.

Last column: Löwdin charge in e.
Positions of all 10 atoms, in Å:
1 C 0.77 0.81 -0.14  -0.05
2 C -0.03 -0.36 0.36  -0.33
3 O 0.21 -1.57 -0.16  0.03
4 O -1.74 0.05 -0.15  -0.17
5 H 0.64 0.93 -1.21  0.09
6 H 0.44 1.72 0.36  0.09
7 H 1.82 0.64 0.09  0.09
8 H -0.14 -0.43 1.43  0.13
9 H 0.30 -1.50 -1.12  0.12
10 H -2.28 -0.30 0.55  0.00

The value obtained for the highest occupied orbital energy is -9.960 eV. For the gap between HOMO and LUMO, the calculation gives 10.84 eV.

---

--- D ---
Density functional theory data (ωB97M-V with the def2-TZVPD basis set) for a cluster of 2 separate species, C2H6O2 in total.

Last column: Löwdin charge in e.
Positions of all 10 atoms, in Å:
1 C 0.26 -1.00 -0.57  -0.13
2 C -0.71 0.03 -0.16  -0.32
3 O 0.77 1.47 1.06  -0.08
4 O -0.46 0.71 1.04  -0.18
5 H 1.14 -0.44 -0.29  0.06
6 H 0.35 -1.97 -0.05  0.08
7 H 0.22 -1.12 -1.67  0.08
8 H -1.77 -0.32 0.02  0.12
9 H -0.84 0.90 -1.41  0.21
10 H 1.03 1.75 2.03  0.16

The value obtained for the highest occupied orbital energy is -9.550 eV. For the gap between HOMO and LUMO, the calculation gives 10.35 eV.

---

Relative energy of each structure, in eV: A 2.787; B 0.577; C 0.000; D 3.827.

---

--- A ---
Density functional theory data (ωB97M-V with the def2-TZVPD basis set) for the molecule C2H6N4.

Last column: Löwdin charge in e.
Positions of all 12 atoms, in Å:
1 H 2.99 -1.46 0.26  0.02
2 N 2.60 -0.76 -0.36  0.05
3 C 1.52 -0.25 0.02  -0.49
4 N 0.77 0.72 -0.48  0.04
5 C -0.48 0.37 -0.09  -0.54
6 N -1.25 -0.51 -0.78  0.18
7 N -1.21 1.33 0.56  0.16
8 H 0.63 -0.85 0.77  0.14
9 H -0.75 -1.21 -1.30  0.12
10 H -2.26 -0.38 -0.77  0.11
11 H -1.95 0.98 1.16  0.11
12 H -0.62 2.01 1.01  0.11

The value obtained for the highest occupied orbital energy is -7.988 eV. Its SMILES is [H]/N=C/N=C(N)N. For the gap between HOMO and LUMO, the calculation gives 8.37 eV.

---

--- B ---
Density functional theory data (ωB97M-V with the def2-TZVPD basis set) for the molecule C2H6N4.

Last column: Löwdin charge in e.
Positions of all 12 atoms, in Å:
1 H 0.24 -0.96 -1.59  0.05
2 N 0.28 -1.62 -0.79  0.11
3 C 0.03 -0.97 0.25  -0.56
4 N -0.36 -1.50 1.45  0.09
5 N -0.05 0.49 0.36  -0.01
6 N -0.03 1.16 -0.76  -0.10
7 C 0.10 2.34 -0.82  -0.09
8 H -0.27 -2.53 1.43  0.11
9 H 0.18 -1.14 2.24  0.10
10 H -0.21 0.90 1.27  0.14
11 H 0.26 2.89 0.10  0.07
12 H 0.09 2.92 -1.83  0.10

The value obtained for the highest occupied orbital energy is -8.973 eV. Its SMILES is [H]/N=C(/N)NN=C. For the gap between HOMO and LUMO, the calculation gives 9.84 eV.

---

Relative energy of each structure, in eV: A 0.648; B 0.000.

---

--- A ---
Density functional theory data (ωB97M-V with the def2-TZVPD basis set) for a cluster of 2 separate species, C3H8FN2 in total.

Last column: Löwdin charge in e.
Positions of all 14 atoms, in Å:
1 C 1.73 0.13 0.29  -0.39
2 C -2.03 -0.88 0.05  0.01
3 C -2.57 0.45 0.16  0.04
4 N 2.93 0.61 0.14  0.08
5 N 0.78 -0.08 -0.60  0.03
6 F -1.79 1.42 0.50  0.18
7 H 1.56 -0.11 1.35  0.13
8 H -2.74 -1.63 -0.26  0.10
9 H -1.02 -0.88 -0.62  0.15
10 H -1.36 -1.02 0.95  0.14
11 H -3.43 0.83 -0.28  0.14
12 H 3.68 0.22 0.76  0.14
13 H 3.25 1.03 -0.85  0.18
14 H 1.02 -0.11 -1.60  0.06

The value obtained for the highest occupied orbital energy is -13.282 eV. As for the charge: +1. For the gap between HOMO and LUMO, the calculation gives 6.87 eV.

---

--- B ---
Density functional theory data (ωB97M-V with the def2-TZVPD basis set) for a cluster of 2 separate species, C3H8FN2 in total.

Last column: Löwdin charge in e.
Positions of all 14 atoms, in Å:
1 C -1.49 1.66 0.35  0.03
2 C 1.05 -0.99 0.56  -0.08
3 C 0.92 0.54 0.49  -0.23
4 N -2.12 1.22 -0.58  0.07
5 N 0.18 -1.39 -0.68  0.18
6 F 1.23 0.98 -0.68  0.04
7 H -1.28 2.15 1.25  0.06
8 H 2.09 -1.32 0.46  0.14
9 H 0.68 -1.41 1.42  0.09
10 H 1.34 1.07 1.31  0.10
11 H -2.87 1.75 -1.10  0.11
12 H 0.18 -2.44 -0.68  0.19
13 H 0.81 -0.99 -1.41  0.16
14 H -0.73 -0.83 -0.70  0.15

The value obtained for the highest occupied orbital energy (spin up / spin down) is -11.363 / -12.331 eV. As for the charge: +1. For the gap between HOMO and LUMO (spin up / spin down), the calculation gives 7.39 / 8.89 eV.

---

Relative energy of each structure, in eV: A 0.000; B 1.738.

---

--- A ---
Density functional theory data (ωB97M-V with the def2-TZVPD basis set) for a cluster of 2 separate species, C3H5N3 in total.

Last column: Löwdin charge in e.
Positions of all 11 atoms, in Å:
1 C -2.92 -0.01 -0.22  -0.10
2 C -2.09 -0.86 -0.28  -0.03
3 C 1.45 1.22 0.25  -0.08
4 N 1.84 -0.19 0.11  0.02
5 N 1.21 -1.22 0.00  -0.12
6 N 0.10 -1.72 -0.08  0.07
7 H -3.78 0.46 -0.38  -0.06
8 H 2.27 1.85 -0.14  0.09
9 H 1.31 1.58 1.21  0.05
10 H 0.56 1.64 -0.16  0.06
11 H 0.07 -2.73 -0.31  0.11

The value obtained for the highest occupied orbital energy (spin up / spin down) is -9.250 / -9.697 eV. For the gap between HOMO and LUMO (spin up / spin down), the calculation gives 8.00 / 8.50 eV.

---

--- B ---
Density functional theory data (ωB97M-V with the def2-TZVPD basis set) for the molecule C3H5N3.

Last column: Löwdin charge in e.
Positions of all 11 atoms, in Å:
1 N -0.10 -1.10 2.11  0.02
2 C -0.01 -0.23 0.14  -0.15
3 N 0.96 0.39 -0.33  0.05
4 N 0.54 1.21 -1.38  -0.16
5 C -0.53 0.86 -2.05  0.02
6 C -0.81 -0.96 0.87  -0.17
7 H 0.82 -1.49 1.94  0.08
8 H -0.04 -0.28 2.70  0.08
9 H 1.28 1.84 -1.66  0.13
10 H -0.56 1.53 -2.92  0.01
11 H -1.55 -1.67 0.52  0.10

The value obtained for the highest occupied orbital energy is -8.419 eV. For the gap between HOMO and LUMO, the calculation gives 8.79 eV.

---

Relative energy of each structure, in eV: A 3.077; B 0.000.